(1)
{"formula": "C36H76N4O16", "method": "ωB97M-V/def2-TZVPD", "smiles": "CC1(C)CCCC(C)(C)N1O.COCCNCCOC.COCCNCCOC.COCCNCCOC.O=C1OCCO1.O=C1OCCO1.O=C1OCCO1", "e_homo_ev": -7.5, "relative_energy_ev": 6.249, "homo_lumo_gap_ev": 7.99, "elements": ["C", "C", "O", "C", "O", "O", "H", "H", "H", "H", "C", "C", "O", "C", "O", "O", "H", "H", "H", "H", "C", "C", "O", "C", "O", "O", "H", "H", "H", "H", "C", "C", "C", "C", "C", "C", "N", "O", "C", "C", "C", "H", "H", "H", "H", "H", "H", "H", "H", "H", "H", "H", "H", "H", "H", "H", "H", "H", "H", "H", "C", "O", "C", "C", "N", "C", "C", "O", "C", "H", "H", "H", "H", "H", "H", "H", "H", "H", "H", "H", "H", "H", "H", "H", "C", "O", "C", "C", "N", "C", "C", "O", "C", "H", "H", "H", "H", "H", "H", "H", "H", "H", "H", "H", "H", "H", "H", "H", "C", "O", "C", "C", "N", "C", "C", "O", "C", "H", "H", "H", "H", "H", "H", "H", "H", "H", "H", "H", "H", "H", "H", "H"], "positions_angstrom": [[6.479, 26.400, -12.624], [6.308, 25.439, -11.467], [5.450, 26.157, -10.572], [5.627, 27.484, -10.806], [5.233, 28.350, -10.090], [6.271, 27.671, -11.968], [5.725, 26.338, -13.406], [7.474, 26.348, -13.053], [7.268, 25.240, -10.978], [5.853, 24.477, -11.693], [3.026, 23.294, -12.640], [1.915, 23.153, -13.658], [2.202, 24.201, -14.578], [2.845, 25.177, -13.891], [2.975, 26.293, -14.278], [3.266, 24.723, -12.696], [3.974, 22.845, -12.950], [2.851, 22.909, -11.640], [0.963, 23.373, -13.167], [1.903, 22.185, -14.148], [6.182, 23.697, -8.528], [4.658, 23.843, -8.464], [4.185, 22.786, -9.296], [5.207, 22.311, -10.045], [5.060, 21.572, -10.963], [6.395, 22.719, -9.548], [6.618, 23.378, -7.583], [6.663, 24.632, -8.811], [4.320, 24.807, -8.851], [4.239, 23.776, -7.462], [2.412, 30.138, -12.119], [1.205, 29.356, -11.656], [0.628, 28.567, -12.821], [-0.329, 27.477, -12.398], [0.384, 26.503, -11.473], [0.908, 27.189, -10.210], [1.556, 28.419, -10.613], [2.352, 29.007, -9.594], [-0.234, 27.485, -9.237], [1.928, 26.247, -9.579], [0.151, 30.381, -11.182], [3.230, 29.505, -12.479], [2.764, 30.825, -11.352], [2.180, 30.760, -12.992], [0.118, 29.220, -13.540], [1.460, 28.153, -13.404], [-0.737, 26.957, -13.272], [-1.214, 27.902, -11.916], [1.201, 25.991, -11.979], [-0.382, 25.771, -11.185], [-0.745, 26.577, -8.902], [0.162, 27.978, -8.345], [-0.953, 28.172, -9.673], [1.457, 25.295, -9.326], [2.782, 26.085, -10.239], [2.302, 26.688, -8.649], [0.494, 30.776, -10.217], [-0.805, 29.918, -10.930], [-0.001, 31.207, -11.872], [3.196, 28.562, -9.738], [11.197, 18.450, -12.915], [10.367, 19.578, -12.680], [10.487, 20.565, -13.667], [9.253, 21.425, -13.635], [9.463, 22.692, -14.303], [8.335, 23.616, -14.291], [6.991, 23.031, -14.709], [6.004, 24.037, -14.754], [5.533, 24.357, -16.060], [12.218, 18.779, -13.136], [10.768, 17.846, -13.717], [11.238, 17.890, -11.984], [10.627, 20.102, -14.660], [11.402, 21.166, -13.536], [8.961, 21.590, -12.593], [8.418, 20.847, -14.058], [9.799, 22.586, -15.251], [8.574, 24.441, -14.963], [8.222, 23.979, -13.262], [6.665, 22.247, -14.017], [7.064, 22.507, -15.674], [5.109, 25.353, -15.922], [4.844, 23.601, -16.434], [6.359, 24.537, -16.759], [-0.082, 31.599, -18.724], [0.508, 30.397, -18.315], [-0.059, 29.885, -17.118], [0.671, 28.619, -16.751], [0.517, 27.630, -17.808], [1.207, 26.386, -17.510], [2.717, 26.450, -17.451], [3.342, 26.780, -18.683], [3.031, 25.925, -19.753], [-0.086, 32.338, -17.914], [-1.111, 31.441, -19.078], [0.493, 31.995, -19.560], [-1.121, 29.684, -17.320], [-0.014, 30.647, -16.329], [0.195, 28.293, -15.817], [1.714, 28.844, -16.500], [0.930, 28.045, -18.638], [0.957, 25.655, -18.289], [0.795, 25.916, -16.615], [3.118, 25.480, -17.109], [3.106, 27.137, -16.701], [3.853, 25.982, -20.465], [2.114, 26.228, -20.277], [2.875, 24.885, -19.442], [-8.155, 20.889, -17.402], [-7.405, 22.035, -17.097], [-7.608, 23.059, -18.052], [-6.718, 24.239, -17.706], [-5.354, 23.805, -17.436], [-4.474, 24.964, -17.334], [-3.051, 24.565, -17.077], [-2.899, 24.078, -15.757], [-1.557, 23.902, -15.420], [-7.999, 20.193, -16.580], [-7.799, 20.406, -18.326], [-9.220, 21.085, -17.572], [-8.656, 23.375, -18.039], [-7.288, 22.677, -19.029], [-7.185, 24.838, -16.908], [-6.714, 24.899, -18.579], [-5.368, 23.364, -16.521], [-4.833, 25.702, -16.602], [-4.452, 25.474, -18.303], [-2.367, 25.408, -17.256], [-2.756, 23.786, -17.795], [-1.059, 23.121, -16.010], [-1.492, 23.579, -14.376], [-0.982, 24.838, -15.450]]}



(2)
{"formula": "C20H16Cl4IrN7O4S2", "method": "ωB97M-V/def2-TZVPD", "total_charge": 1, "spin_multiplicity": 2, "e_homo_ev": [-10.7, -10.7], "relative_energy_ev": 0.000, "homo_lumo_gap_ev": [8.04, 5.79], "elements": ["Ir", "N", "C", "C", "C", "C", "C", "C", "S", "O", "O", "N", "C", "N", "C", "C", "C", "N", "H", "H", "H", "H", "H", "H", "H", "H", "H", "Cl", "C", "C", "Cl", "C", "Cl", "C", "O", "C", "O", "C", "Cl", "C", "C", "C", "N", "N", "C", "N", "S", "H", "H", "H", "H", "H", "H", "H"], "positions_angstrom": [[0.591, -0.926, 0.229], [-6.044, 2.951, 0.733], [-5.144, 1.944, 0.624], [-5.372, 0.882, -0.274], [-4.467, -0.143, -0.388], [-3.307, -0.119, 0.387], [-3.058, 0.923, 1.277], [-3.971, 1.945, 1.397], [-2.175, -1.398, 0.191], [-1.231, -1.363, 1.347], [-2.844, -2.637, -0.045], [-1.095, -1.016, -1.029], [-0.634, -2.173, -1.674], [0.564, -2.501, -1.117], [1.275, -3.490, -1.659], [0.734, -4.201, -2.713], [-0.528, -3.835, -3.159], [-1.216, -2.811, -2.655], [-6.905, 2.930, 0.220], [-5.917, 3.685, 1.405], [-6.276, 0.872, -0.870], [-4.652, -0.965, -1.066], [-2.152, 0.930, 1.865], [-3.787, 2.753, 2.093], [2.242, -3.703, -1.232], [1.272, -5.018, -3.168], [-1.003, -4.378, -3.967], [2.651, 0.288, 6.593], [1.973, 0.425, 5.036], [1.143, 1.556, 4.730], [0.857, 2.724, 5.940], [0.588, 1.707, 3.485], [-0.392, 3.045, 3.065], [0.820, 0.723, 2.494], [0.342, 0.798, 1.310], [1.656, -0.414, 2.803], [1.863, -1.258, 1.857], [2.228, -0.538, 4.088], [3.230, -1.890, 4.391], [2.805, 2.327, -4.252], [3.282, 2.598, -2.824], [3.156, 1.382, -1.965], [2.069, 1.018, -1.391], [2.199, -0.170, -0.720], [3.402, -0.701, -0.794], [3.736, -1.895, -0.244], [4.481, 0.275, -1.712], [2.902, 3.228, -4.856], [1.760, 2.022, -4.253], [3.395, 1.540, -4.723], [2.681, 3.382, -2.363], [4.318, 2.938, -2.825], [3.243, -2.118, 0.613], [4.714, -2.130, -0.235]]}



(3)
{"formula": "C3H3I3", "method": "ωB97M-V/def2-TZVPD", "e_homo_ev": [-8.4, -8.4], "relative_energy_ev": 3.815, "homo_lumo_gap_ev": [7.38, 7.38], "elements": ["C", "C", "C", "I", "I", "I", "H", "H", "H"], "positions_angstrom": [[1.246, 0.783, 0.426], [1.033, -0.419, 0.056], [-1.333, -0.459, -0.424], [-1.348, 0.662, -2.210], [-1.845, -2.495, -0.303], [-2.073, 0.694, 1.238], [2.333, 1.018, 0.688], [0.378, 1.508, 0.570], [1.610, -1.292, -0.041]]}



(4)
{"formula": "C23H25As2FGaN5O4S2", "method": "ωB97M-V/def2-TZVPD", "e_homo_ev": -8.1, "relative_energy_ev": 0.834, "homo_lumo_gap_ev": 8.05, "elements": ["Ga", "C", "As", "C", "C", "C", "C", "C", "C", "C", "As", "C", "C", "H", "H", "H", "H", "H", "H", "H", "H", "H", "H", "H", "H", "H", "H", "H", "H", "S", "C", "S", "C", "C", "N", "C", "N", "F", "C", "C", "N", "C", "C", "O", "O", "C", "O", "N", "C", "O", "H", "H", "H", "H", "C", "C", "C", "N", "H", "H", "H", "H", "H"], "positions_angstrom": [[12.893, 13.050, 9.892], [15.660, 12.858, 11.980], [14.627, 11.552, 11.025], [14.246, 10.321, 12.435], [15.765, 10.481, 9.913], [17.053, 10.919, 9.808], [17.982, 10.157, 9.137], [17.563, 9.010, 8.424], [16.222, 8.683, 8.424], [15.312, 9.364, 9.163], [13.332, 9.013, 9.015], [13.480, 7.116, 9.711], [13.329, 8.480, 7.163], [16.366, 13.314, 11.284], [16.106, 12.352, 12.834], [14.996, 13.690, 12.247], [15.227, 10.086, 12.806], [13.657, 9.492, 12.018], [13.581, 10.776, 13.209], [17.354, 11.862, 10.298], [18.988, 10.519, 9.202], [18.313, 8.295, 8.120], [15.914, 7.753, 7.948], [14.182, 6.641, 9.018], [12.493, 6.585, 9.557], [13.776, 7.100, 10.706], [13.830, 7.537, 6.956], [13.674, 9.229, 6.432], [12.256, 8.365, 6.935], [14.262, 14.760, 9.213], [13.422, 15.669, 10.463], [12.345, 14.742, 11.428], [13.899, 16.928, 10.763], [15.086, 17.466, 10.111], [16.076, 17.810, 9.656], [13.397, 17.589, 11.943], [12.954, 17.865, 12.995], [6.647, 13.237, 7.097], [7.421, 12.202, 7.340], [8.727, 12.311, 7.070], [9.656, 11.316, 7.218], [11.003, 11.503, 6.711], [11.931, 12.077, 7.791], [11.394, 12.798, 8.686], [13.146, 11.932, 7.758], [9.290, 10.128, 7.710], [10.045, 9.201, 8.015], [7.950, 9.985, 7.883], [6.860, 10.926, 7.854], [5.739, 10.565, 8.120], [9.046, 13.237, 6.620], [10.959, 12.278, 5.923], [11.366, 10.648, 6.217], [7.738, 9.045, 8.150], [9.977, 7.926, 11.304], [9.472, 9.371, 11.457], [10.502, 10.428, 11.289], [11.198, 11.309, 11.146], [9.027, 7.376, 11.403], [10.596, 7.663, 12.150], [10.520, 7.785, 10.359], [8.983, 9.506, 12.481], [8.726, 9.649, 10.693]]}